No. 1
79
Properties=species:S:1:pos:R:3 method="wB97M-V/def2-TZVPD" homo_energy_ev=-13.4 orbital_gap_ev=7.0 total_charge=+2 lumo_ev=-6.4
H 1.714 -1.261 -2.967
C -2.031 -0.287 -2.835
H 0.263 0.384 3.363
N -2.927 1.602 0.593
H 3.981 -1.644 -1.856
H -0.372 3.228 -5.369
C 0.724 -2.159 2.349
H -3.210 -4.366 -0.163
C -3.264 -3.779 1.908
H 0.592 -2.625 -0.650
C -3.287 2.461 1.339
Se -3.819 3.700 2.414
H -3.835 -3.559 -2.052
C 1.397 2.677 1.510
C -2.745 -2.293 0.130
C -1.020 4.025 -0.861
C -3.081 -3.563 0.546
H 4.104 -0.068 -1.086
H -3.756 -2.731 -4.387
C 2.288 1.750 0.674
C 3.700 1.723 1.311
C -0.663 2.832 -4.405
C -3.300 -2.653 -2.295
H -1.663 -0.610 3.950
H -1.402 3.558 0.041
H 2.718 3.394 -0.636
C -1.422 1.050 -3.031
H 1.859 3.668 1.532
C -3.259 -2.185 -3.597
C 3.690 -1.070 -0.971
C -1.054 1.505 -4.278
H 4.401 1.081 0.772
H 1.978 -3.075 -1.646
C 1.679 -2.539 -0.741
Si 1.722 -0.047 0.652
H 0.494 -0.341 -2.101
H 4.107 2.737 1.283
H 2.137 -3.055 0.100
H 0.631 -2.482 3.390
Sn -1.310 0.503 0.105
C 1.661 -0.946 2.312
H -2.609 -0.592 -4.876
C 1.275 -0.013 3.468
H 3.112 -2.057 3.463
H 4.171 -1.540 -0.112
H 3.823 -0.648 2.690
C 3.106 -1.456 2.550
C -2.713 -1.477 2.308
C -1.012 3.107 -2.043
C 1.564 -0.521 -2.176
H 3.468 -2.098 1.745
H 3.683 1.412 2.355
H 1.097 -3.009 1.783
N -2.069 -0.752 -1.577
H 3.123 1.851 -1.367
H -0.270 -1.926 1.986
N -1.328 1.807 -1.919
C 2.393 2.354 -0.734
H -3.375 -0.224 3.896
H -3.290 -2.852 3.841
H -0.466 4.696 -3.367
C -2.686 -1.912 -1.301
H 0.411 2.789 1.068
H 2.042 0.401 -2.498
C 2.145 -1.082 -0.871
H -0.019 4.413 -0.676
C -2.617 -0.991 -3.873
C -3.116 -2.725 2.781
H -1.660 4.882 -1.078
C -2.486 -0.360 3.279
H 1.961 0.823 3.591
C -0.691 3.641 -3.292
H -2.278 0.591 2.798
N -2.512 -1.288 0.994
H -1.076 0.851 -5.138
H 1.309 -0.589 4.397
H 1.267 2.360 2.541
H -3.535 -4.761 2.272
H 1.432 2.357 -1.254

=====

No. 2
80
Properties=species:S:1:pos:R:3 method="wB97M-V/def2-TZVPD" homo_energy_ev=-8.0 orbital_gap_ev=8.1 lumo_ev=0.0
C -1.320 1.912 -4.797
H 1.944 1.716 -2.162
H -1.725 -0.493 3.190
C -0.198 -1.938 -1.503
H 3.506 -0.306 7.897
N 0.206 0.533 -1.718
H -2.006 0.948 -6.568
H -2.335 -1.952 5.309
H 0.089 -0.731 7.399
H -2.109 -0.016 6.325
H 0.256 -2.837 2.998
H -1.696 6.266 -2.399
H -0.085 -0.440 -7.744
C -1.574 0.793 -5.585
C -0.931 -0.887 -8.285
H 3.633 -1.844 7.071
H -1.575 2.867 -5.249
C -1.244 -0.455 -5.102
C -0.062 -1.814 2.750
H 3.329 -0.348 -1.148
H -1.665 -3.203 -8.115
C -0.322 -2.994 0.604
H -1.341 -0.102 -8.935
C -2.009 -1.476 -7.342
C -1.345 -1.570 5.012
H -0.384 -2.716 6.631
C -0.335 -2.605 5.540
H -0.415 -3.879 1.230
H -0.515 -1.645 -8.964
C 0.005 0.035 6.621
H 0.811 1.719 3.141
H -0.682 4.583 -4.287
H 2.352 1.103 1.121
H 0.611 3.247 -2.786
O -2.470 -2.714 -7.905
H 0.753 -1.178 3.120
H 2.431 -1.163 -2.626
C -1.223 -0.161 5.691
H -0.182 0.975 7.178
H -2.866 -0.794 -7.364
H -2.230 -2.367 -5.407
H -0.828 5.101 -1.310
C -0.665 -0.534 -3.841
O 0.216 1.034 2.803
P 0.228 1.057 1.188
C -0.483 3.084 -2.751
C -1.133 4.378 -3.306
C 1.299 0.248 5.858
H -0.772 2.984 -1.702
C -0.124 -1.763 1.220
C 2.549 -0.343 -1.914
C -1.399 -1.511 3.443
H 0.691 -2.299 5.299
C 0.015 -0.601 0.456
H -1.209 0.652 4.955
H 4.416 -0.329 5.202
H -0.496 -4.070 -1.207
C -0.761 1.820 -3.548
C -0.879 5.545 -2.317
H -2.206 4.197 -3.467
C -0.010 -0.688 -0.970
C 1.645 0.681 -1.962
H 2.129 -1.493 7.933
C 2.922 -1.041 7.329
H -0.483 -3.604 5.109
C -0.420 0.555 -3.038
H 3.164 0.251 4.090
O 0.365 6.172 -2.638
S -1.259 2.161 0.626
C -0.364 -3.086 -0.763
O 1.669 1.708 0.780
H 1.015 5.464 -2.716
H 1.293 1.053 5.122
H -2.157 -2.240 3.121
C -1.503 -1.719 -5.915
C 2.448 -0.417 6.033
H 3.355 -1.534 4.410
C 3.394 -0.524 4.833
S -0.207 -2.164 -3.282
H -0.539 -2.254 -6.003

=====

No. 3
84
Properties=species:S:1:pos:R:3 method="wB97M-V/def2-TZVPD" homo_energy_ev=-2.7 orbital_gap_ev=5.0 total_charge=-1 lumo_ev=2.3
C -4.389 -0.680 -2.000
H 4.797 3.160 -0.154
C -0.949 -4.848 -0.896
C -2.851 5.481 -1.067
H -0.176 -4.327 1.624
C 4.708 0.924 1.878
N -0.938 -2.082 -0.046
H -3.874 -4.664 0.953
H -1.758 -4.257 2.413
H 2.199 4.582 0.779
O 1.357 -0.690 -2.772
O 1.932 -0.737 -0.057
C 2.442 3.733 1.420
C 0.127 1.300 3.932
C -1.848 -4.358 0.241
H 1.661 3.647 2.180
C -2.988 1.275 -1.795
H -0.676 -2.075 -1.031
H 4.862 -1.054 4.613
C -2.146 -0.681 -2.842
H 0.648 0.907 4.806
C 0.882 1.603 -3.219
H 3.266 -1.472 -2.457
H 0.050 -4.427 -0.804
H 3.394 3.919 1.919
H -0.127 -2.455 0.454
H -0.949 1.247 4.112
K 0.224 0.323 -0.971
C -2.931 2.714 -1.480
C 3.335 1.016 1.714
H 2.432 -0.994 4.281
H -1.070 5.099 0.060
H -1.304 1.534 0.101
H -4.671 5.545 -2.197
H 3.745 3.154 -1.590
C -3.232 -5.011 0.145
C 1.965 0.535 -3.130
C -3.888 4.920 -1.789
H 4.567 1.666 -1.099
As 2.486 2.068 0.325
H -3.695 -4.734 -0.798
H -0.477 2.888 0.691
C -1.879 4.665 -0.516
H 6.344 0.129 3.020
N -0.971 2.473 -0.089
C 2.214 -1.679 -2.233
O -0.278 1.446 -3.585
N -2.079 -2.919 0.084
H 0.845 -2.225 2.628
C -1.195 -4.703 1.592
H -5.023 1.156 -1.110
H -0.865 -5.932 -0.865
C 0.177 -1.486 3.066
H -4.697 3.118 -2.595
C 5.267 0.188 2.910
H -2.804 6.551 -0.926
H -2.623 -2.584 0.877
C 2.051 -1.813 -0.690
H 0.401 2.351 3.817
H -0.850 -1.752 2.811
C 3.073 -0.429 3.613
H 0.273 -1.509 4.152
C 2.508 0.305 2.583
H -1.370 -1.184 -3.408
H 2.482 0.427 -4.101
C -3.353 -1.332 -2.645
C -4.208 0.625 -1.592
C 4.443 -0.478 3.797
O 1.200 2.681 -2.371
H 1.946 -2.638 -2.690
H 2.686 0.870 -2.375
C -1.922 3.285 -0.689
H -1.162 -5.780 1.743
H 0.363 3.157 -2.262
H 5.375 1.424 1.185
H -3.157 -6.095 0.201
H -3.499 -2.344 -3.007
H -5.344 -1.171 -1.850
H -1.370 -4.552 -1.854
C -1.911 0.623 -2.414
As 0.592 0.266 2.282
C 4.080 2.571 -0.730
C -3.908 3.553 -1.999
O 2.011 -2.949 -0.216